Entry one
An isolated molecule of C4H8O2. Source: OMol25; level of theory: wB97M-V/def2-TZVPD.

Atoms and positions in Å:
1 O -0.869 1.646 -0.851
2 O 1.553 1.462 0.096
3 C 1.299 -0.907 -0.261
4 C -0.687 0.658 -0.167
5 C -1.805 -0.284 0.206
6 C 0.719 0.370 0.360
7 H -1.659 -1.265 -0.261
8 H -1.826 -0.442 1.291
9 H 2.181 -1.225 0.301
10 H 1.030 2.051 -0.476
11 H 0.586 -1.739 -0.274
12 H 1.608 -0.687 -1.286
13 H -2.758 0.131 -0.127
14 H 0.628 0.233 1.450

Output
- SMILES string: CC(=O)[C@@H](C)O
- Gap between HOMO and LUMO: 11.08 eV
- Highest occupied orbital energy: -0.376 Ha


Entry two
An isolated molecule of C4H8O2. Source: OMol25; level of theory: wB97M-V/def2-TZVPD.

Atoms and positions in Å:
1 O -1.915 -0.623 -0.328
2 O 0.568 -0.087 -1.523
3 C -1.554 0.428 0.535
4 C -0.069 0.292 0.918
5 C 0.945 0.381 -0.222
6 C 1.609 -0.777 -0.840
7 H 1.508 1.313 -0.270
8 H 1.370 -1.792 -0.524
9 H -1.290 -0.552 -1.068
10 H -1.832 1.402 0.098
11 H 2.599 -0.660 -1.287
12 H 0.001 -0.690 1.396
13 H -2.156 0.324 1.448
14 H 0.216 1.041 1.667

Output
- SMILES string: OCC[C@H]1CO1
- Gap between HOMO and LUMO: 11.17 eV
- Highest occupied orbital energy: -0.371 Ha


Entry three
An isolated molecule of C4H8O2. Source: OMol25; level of theory: wB97M-V/def2-TZVPD.

Atoms and positions in Å:
1 O -0.652 -1.012 -1.904
2 O 1.032 -0.662 1.523
3 C 0.379 0.515 0.872
4 C -0.572 0.128 -1.085
5 C 0.831 0.613 -0.605
6 C -0.957 -0.060 0.402
7 H -0.443 -1.768 -1.342
8 H -1.945 0.223 0.782
9 H 0.743 -0.756 2.448
10 H 0.473 1.385 1.524
11 H 1.637 -0.091 -0.816
12 H -0.536 -1.032 0.810
13 H -1.110 0.908 -1.644
14 H 1.120 1.609 -0.966

Output
- SMILES string: O[C@H]1C[C@@H](O)C1
- Gap between HOMO and LUMO: 10.89 eV
- Highest occupied orbital energy: -0.367 Ha


Computed stability ranking, most favorable first: entry one, entry two, entry three


Entry one
An isolated molecule of C4H8O2. Source: OMol25; level of theory: wB97M-V/def2-TZVPD.

Atoms and positions in Å:
1 O 0.496 0.071 1.268
2 O 0.917 -1.555 -0.752
3 C -0.095 0.718 2.408
4 C -0.061 -0.553 -0.842
5 C -0.117 0.072 -2.217
6 C -0.136 0.496 0.198
7 H -1.176 0.628 2.294
8 H -1.077 -0.966 -0.607
9 H 0.178 1.773 2.424
10 H 0.819 0.603 -2.410
11 H -0.937 0.797 -2.230
12 H 0.249 0.170 3.281
13 H 1.214 -1.569 0.170
14 H -0.275 -0.684 -2.985

Output
- Gap between HOMO and LUMO: 9.42 eV
- Highest occupied orbital energy: -0.320 Ha


Entry two
An isolated molecule of C4H8O2. Source: OMol25; level of theory: wB97M-V/def2-TZVPD.

Atoms and positions in Å:
1 O 0.628 0.907 -2.156
2 O -1.570 -1.300 1.024
3 C -0.295 0.582 0.564
4 C 0.715 -0.121 0.049
5 C -1.107 -0.101 1.640
6 C 1.404 0.145 -1.256
7 H -0.167 0.392 -2.352
8 H -0.495 -0.353 2.515
9 H -1.548 -1.006 0.095
10 H 1.016 -1.029 0.577
11 H 1.691 -0.825 -1.697
12 H -1.962 0.495 1.985
13 H 2.329 0.706 -1.097
14 H -0.638 1.509 0.108

Output
- SMILES string: OC/C=C/CO
- Gap between HOMO and LUMO: 10.35 eV
- Highest occupied orbital energy: -0.352 Ha


Entry three
An isolated molecule of C4H8O2. Source: OMol25; level of theory: wB97M-V/def2-TZVPD.

Atoms and positions in Å:
1 O 1.781 -1.112 0.140
2 O -1.829 1.966 -0.600
3 C -1.050 1.078 -0.843
4 C -0.105 0.464 0.171
5 C 1.253 0.059 -0.437
6 C -0.860 -0.767 0.709
7 H 1.148 -0.160 -1.505
8 H -1.047 0.585 -1.844
9 H 1.975 0.880 -0.345
10 H 1.863 -0.960 1.091
11 H -1.733 -0.446 1.282
12 H -1.189 -1.401 -0.124
13 H -0.234 -1.398 1.342
14 H 0.026 1.212 0.963

Output
- SMILES string: C[C@H](C=O)CO
- Gap between HOMO and LUMO: 10.63 eV
- Highest occupied orbital energy: -0.364 Ha


Entry four
An isolated molecule of C4H8O2. Source: OMol25; level of theory: wB97M-V/def2-TZVPD.

Atoms and positions in Å:
1 O -0.302 1.416 -0.796
2 O -0.365 -0.083 2.316
3 C -0.783 0.339 1.272
4 C -0.079 0.210 -0.082
5 C -0.783 -0.867 -0.893
6 C 1.403 -0.106 0.120
7 H -1.775 0.852 1.205
8 H 1.923 -0.154 -0.836
9 H 0.246 2.111 -0.398
10 H -0.311 -0.925 -1.880
11 H 1.874 0.676 0.737
12 H -0.721 -1.840 -0.394
13 H -1.835 -0.580 -1.045
14 H 1.510 -1.049 0.674

Output
- SMILES string: CC(C)(O)C=O
- Gap between HOMO and LUMO: 10.46 eV
- Highest occupied orbital energy: -0.357 Ha


Computed stability ranking, most favorable first: entry four, entry three, entry two, entry one


Entry one
A cluster of 2 separate species, C4H8O2 in total. Source: OMol25; level of theory: wB97M-V/def2-TZVPD.

Atoms and positions in Å:
1 O 2.047 0.969 -0.206
2 O -1.812 -0.785 -1.293
3 C 0.814 0.449 -0.211
4 C -0.406 1.000 -0.258
5 C -1.078 -0.357 -0.167
6 C 0.346 -0.976 -0.163
7 H -2.643 -0.294 -1.295
8 H -0.759 2.021 -0.330
9 H 0.616 -1.634 0.676
10 H 0.914 0.523 2.024
11 H 0.337 0.814 1.605
12 H 0.559 -1.454 -1.118
13 H 2.694 0.314 0.087
14 H -1.643 -0.568 0.758

Output
- SMILES string: OC1=C[C@@H](O)C1.[H][H]
- Gap between HOMO and LUMO: 9.55 eV
- Highest occupied orbital energy: -0.321 Ha


Entry two
A cluster of 3 separate species, C4H8O2 in total. Source: OMol25; level of theory: wB97M-V/def2-TZVPD.

Atoms and positions in Å:
1 O -1.617 -0.311 2.269
2 O 1.183 -0.702 0.143
3 C -0.456 -0.250 1.891
4 C 0.416 1.340 -1.440
5 C 0.198 -1.316 0.983
6 C -0.518 0.453 -1.319
7 H 0.655 2.049 -0.623
8 H 0.556 1.815 -2.426
9 H 1.423 -0.085 -1.217
10 H 0.692 -1.996 1.714
11 H -0.625 -1.872 0.489
12 H 0.193 0.601 2.194
13 H -1.336 0.538 -0.541
14 H -0.763 -0.265 -2.117

Output
- Gap between HOMO and LUMO: 7.82 eV
- Highest occupied orbital energy: -0.317 Ha


Computed stability ranking, most favorable first: entry one, entry two


Entry one
A cluster of 2 separate species, C4H8O2 in total. Source: OMol25; level of theory: wB97M-V/def2-TZVPD.

Atoms and positions in Å:
1 O 0.178 -1.054 -2.144
2 O 1.157 1.308 0.298
3 C 0.319 -0.028 -1.525
4 C 0.104 1.200 1.154
5 C -0.581 0.106 1.482
6 C 1.423 0.178 -0.500
7 H -1.409 0.199 2.176
8 H -0.328 0.861 -1.688
9 H 2.355 0.392 -1.034
10 H -1.947 -1.845 -0.801
11 H -0.136 2.177 1.562
12 H -0.364 -0.887 1.106
13 H -2.343 -1.867 -0.172
14 H 1.571 -0.738 0.087

Output
- SMILES string: C=COCC=O.[H][H]
- Gap between HOMO and LUMO: 10.34 eV
- Highest occupied orbital energy: -0.345 Ha


Entry two
A cluster of 2 separate species, C4H8O2 in total. Source: OMol25; level of theory: wB97M-V/def2-TZVPD.

Atoms and positions in Å:
1 O 1.175 0.660 -1.582
2 O -0.241 1.512 2.451
3 C 0.666 0.991 1.854
4 C -0.608 -1.562 -0.466
5 C -0.841 -0.078 -0.470
6 C -0.032 0.850 -0.985
7 H -0.831 -1.992 0.517
8 H 1.364 -0.287 -1.621
9 H -0.275 1.908 -0.942
10 H 1.400 1.570 1.259
11 H -1.253 -2.068 -1.194
12 H 0.428 -1.837 -0.704
13 H -1.750 0.285 0.004
14 H 0.842 -0.104 1.871

Output
- SMILES string: C/C=C\O.C=O
- Gap between HOMO and LUMO: 9.65 eV
- Highest occupied orbital energy: -0.330 Ha


Computed stability ranking, most favorable first: entry two, entry one


Entry one
An isolated molecule of C4H8O2. Source: OMol25; level of theory: wB97M-V/def2-TZVPD.

Atoms and positions in Å:
1 O 0.766 1.797 -0.521
2 O 0.535 -1.612 0.770
3 C 1.220 0.913 0.302
4 C 0.744 -0.723 -0.281
5 C -1.671 -0.014 -0.140
6 C -0.376 -0.073 -0.844
7 H -2.266 0.846 -0.451
8 H -2.218 -0.939 -0.369
9 H 1.527 -1.056 -0.962
10 H 0.689 0.746 1.279
11 H -0.303 0.338 -1.843
12 H 2.316 0.898 0.511
13 H 0.560 -1.117 1.604
14 H -1.524 -0.005 0.945

Output
- Gap between HOMO and LUMO (alpha / beta): 7.74 / 7.74 eV
- Highest occupied orbital energy (alpha / beta): -0.302 / -0.302 Ha


Entry two
An isolated molecule of C4H8O2. Source: OMol25; level of theory: wB97M-V/def2-TZVPD.

Atoms and positions in Å:
1 O 1.910 -0.439 -0.163
2 O -1.714 -0.569 -0.462
3 C -0.072 -0.488 1.379
4 C -0.015 1.260 -0.722
5 C 0.570 -0.044 0.065
6 C -0.519 -1.065 0.064
7 H -0.391 -2.131 -0.118
8 H -1.102 1.520 -0.803
9 H 0.282 1.175 -1.779
10 H -1.611 -0.548 -1.424
11 H 0.401 -1.224 2.046
12 H -0.678 0.232 1.913
13 H 2.524 0.185 0.259
14 H 0.414 2.137 -0.257

Output
- SMILES string: C[C@@]1(O)C[C@H]1O
- Gap between HOMO and LUMO: 10.41 eV
- Highest occupied orbital energy: -0.352 Ha


Computed stability ranking, most favorable first: entry two, entry one


Entry one
An isolated molecule of C4H8O2. Source: OMol25; level of theory: wB97M-V/def2-TZVPD.

Atoms and positions in Å:
1 O 0.645 -2.112 0.908
2 O -1.455 -2.221 1.391
3 C 0.437 0.318 -0.540
4 C 0.416 1.815 -0.823
5 C -0.568 -1.524 0.919
6 C -0.679 -0.158 0.363
7 H 0.500 2.460 0.037
8 H 0.663 -3.061 1.063
9 H 1.361 0.088 0.046
10 H -0.839 0.473 1.256
11 H -1.692 -0.038 -0.065
12 H -0.418 2.134 -1.508
13 H 0.380 -0.189 -1.516
14 H 1.249 2.014 -1.530

Output
- SMILES string: CCCC(=O)O
- Gap between HOMO and LUMO: 10.96 eV
- Highest occupied orbital energy: -0.374 Ha


Entry two
A cluster of 2 separate species, C4H8O2 in total. Source: OMol25; level of theory: wB97M-V/def2-TZVPD.

Atoms and positions in Å:
1 O -0.571 1.154 -0.161
2 O 0.567 -1.143 1.106
3 C 0.812 1.056 0.142
4 C -1.303 0.221 0.526
5 C -0.767 -0.837 1.136
6 C 1.255 -0.401 0.114
7 H -1.356 -1.544 1.708
8 H 0.997 1.476 1.140
9 H 1.045 -0.827 -0.877
10 H -0.972 -0.051 -2.344
11 H 2.322 -0.496 0.329
12 H 1.345 1.648 -0.605
13 H -1.008 -0.680 -2.740
14 H -2.366 0.424 0.526

Output
- SMILES string: C1=COCCO1.[H][H]
- Gap between HOMO and LUMO: 9.41 eV
- Highest occupied orbital energy: -0.307 Ha


Computed stability ranking, most favorable first: entry one, entry two